No. 1
{
  "formula": "C19H41CoN4OSi2",
  "method": "ωB97M-V/def2-TZVPD",
  "total_charge": -1,
  "de_lowest_ev": 0.080,
  "s2": 3.76,
  "homo_lumo_gap_ev": [5.8, 6.0],
  "lumo_ev": [2.9, 2.9],
  "multiplicity": 4,
  "elements": ["Co", "C", "Si", "C", "C", "N", "C", "C", "C", "C", "C", "C", "N", "Si", "C", "C", "C", "H", "H", "H", "H", "H", "H", "H", "H", "H", "H", "H", "H", "H", "H", "H", "H", "H", "H", "H", "H", "H", "H", "N", "C", "C", "C", "N", "H", "H", "H", "H", "H", "H", "H", "H", "H", "H", "C", "C", "C", "C", "O", "H", "H", "H", "H", "H", "H", "H", "H", "H"],
  "coordinates": [[-0.14, -0.03, 0.05], [3.75, 1.94, 1.90], [2.70, 1.76, 0.34], [3.85, 2.18, -1.11], [1.47, 3.20, 0.42], [1.89, 0.29, 0.15], [2.55, -0.94, 0.07], [3.94, -1.08, 0.03], [4.57, -2.31, -0.07], [3.81, -3.46, -0.15], [2.42, -3.35, -0.13], [1.75, -2.13, -0.02], [0.36, -1.98, 0.01], [-0.82, -3.19, -0.14], [-1.63, -3.14, -1.86], [-0.40, -5.02, 0.13], [-2.17, -2.93, 1.17], [4.25, 2.92, 1.91], [4.52, 1.17, 2.00], [3.11, 1.88, 2.79], [4.13, 3.24, -1.11], [3.36, 1.96, -2.07], [4.78, 1.60, -1.09], [1.84, 3.95, 1.12], [0.50, 2.85, 0.78], [1.34, 3.69, -0.55], [4.55, -0.18, 0.08], [5.66, -2.37, -0.08], [4.27, -4.43, -0.24], [1.83, -4.26, -0.21], [-1.25, -3.94, -2.49], [-1.41, -2.19, -2.35], [-2.72, -3.26, -1.81], [0.15, -5.46, -0.70], [-1.34, -5.57, 0.24], [0.18, -5.17, 1.05], [-2.43, -1.89, 1.30], [-1.82, -3.30, 2.14], [-3.08, -3.50, 0.91], [-0.26, 1.51, -1.61], [-1.28, 1.96, -2.55], [-2.66, 1.74, -1.96], [-3.08, 0.27, -1.88], [-2.36, -0.46, -0.85], [-0.23, 2.13, -0.80], [0.67, 1.52, -2.02], [-1.19, 1.39, -3.48], [-1.16, 3.02, -2.80], [-3.39, 2.26, -2.59], [-2.70, 2.18, -0.96], [-2.88, -0.21, -2.84], [-4.17, 0.25, -1.74], [-2.66, -1.42, -0.83], [-2.51, -0.05, 0.07], [-2.86, 2.27, 2.47], [-1.66, 1.32, 2.55], [-2.11, 0.01, 3.21], [-0.59, 1.96, 3.45], [-1.17, 1.08, 1.28], [-3.29, 2.49, 3.45], [-3.64, 1.83, 1.84], [-2.55, 3.21, 2.01], [-2.40, 0.16, 4.25], [-1.29, -0.71, 3.16], [-2.96, -0.41, 2.66], [-0.96, 2.13, 4.46], [-0.28, 2.92, 3.03], [0.29, 1.31, 3.49]]
}



No. 2
{
  "formula": "C19H41F3N3O28P4S5",
  "method": "ωB97M-V/def2-TZVPD",
  "total_charge": 1,
  "homo_lumo_gap_ev": 8.0,
  "lumo_ev": -3.4,
  "multiplicity": 1,
  "elements": ["N", "P", "N", "C", "F", "F", "F", "C", "C", "P", "O", "O", "O", "N", "P", "O", "O", "C", "C", "C", "C", "C", "C", "O", "O", "P", "O", "H", "H", "H", "H", "H", "H", "H", "H", "H", "H", "H", "H", "H", "H", "H", "H", "H", "H", "H", "H", "H", "C", "C", "O", "S", "O", "O", "O", "H", "H", "H", "H", "C", "C", "O", "S", "O", "O", "O", "H", "H", "H", "H", "C", "C", "O", "S", "O", "O", "O", "H", "H", "H", "H", "C", "C", "O", "S", "O", "O", "O", "H", "H", "H", "H", "C", "C", "O", "S", "O", "O", "O", "H", "H", "H", "H"],
  "coordinates": [[5.48, 3.66, 5.25], [4.73, 2.33, 5.51], [3.64, 1.77, 4.09], [2.70, 0.83, 4.80], [3.34, 0.17, 5.78], [2.11, -0.07, 4.05], [1.75, 1.52, 5.43], [2.83, 2.94, 3.60], [1.67, 2.54, 2.66], [1.00, 4.11, 1.88], [-0.37, 3.99, 1.42], [2.00, 4.75, 0.76], [0.97, 5.21, 3.10], [2.08, 1.46, 1.73], [1.36, 1.63, 0.11], [-0.19, 1.17, 0.23], [2.10, 0.56, -0.91], [3.52, 1.26, 1.57], [4.37, 1.21, 2.90], [5.70, 1.99, 2.47], [7.03, 1.54, 3.15], [8.12, 2.67, 2.95], [8.46, 3.43, 4.24], [9.06, 2.96, 5.17], [8.08, 4.75, 4.28], [4.95, -0.57, 3.04], [5.55, -0.92, 4.34], [5.27, 4.04, 4.33], [3.84, 2.51, 6.60], [5.62, 1.30, 5.88], [3.51, 3.57, 3.01], [2.52, 3.60, 4.42], [0.85, 2.13, 3.28], [2.82, 5.04, 1.20], [1.85, 5.57, 3.28], [-0.27, 0.55, 0.99], [1.90, -0.34, -0.58], [3.89, 2.06, 0.89], [3.68, 0.32, 1.02], [5.84, 1.69, 1.42], [5.55, 3.07, 2.41], [7.43, 0.69, 2.58], [6.96, 1.21, 4.18], [7.85, 3.32, 2.10], [9.04, 2.16, 2.65], [7.37, 4.83, 3.64], [3.82, -1.37, 2.75], [5.89, -0.73, 1.99], [-2.92, -0.83, 5.12], [-3.67, -0.36, 3.90], [-3.08, 0.92, 3.59], [-1.54, 0.90, 3.99], [-0.76, 0.61, 2.82], [-1.25, 2.02, 4.80], [-1.56, -0.42, 4.90], [-3.28, -0.34, 6.03], [-2.98, -1.91, 5.25], [-4.74, -0.25, 4.08], [-3.51, -1.02, 3.05], [-5.14, -2.40, -0.18], [-3.97, -3.25, 0.24], [-4.29, -3.66, 1.59], [-5.89, -3.81, 1.73], [-6.23, -5.17, 1.57], [-6.30, -3.04, 2.85], [-6.30, -3.03, 0.39], [-5.07, -1.39, 0.24], [-5.23, -2.33, -1.26], [-3.03, -2.71, 0.21], [-3.90, -4.15, -0.38], [-3.96, -0.11, -5.00], [-5.14, -0.97, -5.39], [-4.66, -2.32, -5.30], [-3.57, -2.41, -4.12], [-4.22, -2.89, -2.95], [-2.40, -3.02, -4.64], [-3.32, -0.83, -3.94], [-3.26, -0.01, -5.83], [-4.26, 0.88, -4.66], [-5.50, -0.76, -6.40], [-5.97, -0.85, -4.68], [-1.13, 1.85, -8.85], [-1.63, 3.27, -8.70], [-3.03, 3.19, -8.98], [-3.59, 1.76, -8.49], [-4.18, 1.92, -7.21], [-4.29, 1.16, -9.57], [-2.17, 1.03, -8.30], [-0.99, 1.58, -9.90], [-0.20, 1.68, -8.31], [-1.14, 3.95, -9.39], [-1.51, 3.63, -7.68], [-4.10, -7.90, -3.56], [-4.86, -7.43, -4.79], [-4.32, -6.14, -5.08], [-2.76, -6.11, -4.68], [-1.98, -6.36, -5.84], [-2.54, -4.98, -3.85], [-2.76, -7.45, -3.77], [-4.48, -7.43, -2.65], [-4.13, -8.98, -3.45], [-5.93, -7.36, -4.61], [-4.68, -8.08, -5.64]]
}



No. 3
{
  "formula": "C19H41KN4O4Sb",
  "method": "ωB97M-V/def2-TZVPD",
  "total_charge": 1,
  "de_lowest_ev": 0.215,
  "homo_lumo_gap_ev": 8.8,
  "lumo_ev": -1.8,
  "multiplicity": 1,
  "elements": ["K", "C", "C", "O", "C", "C", "O", "C", "C", "O", "C", "C", "O", "H", "H", "H", "H", "H", "H", "H", "H", "H", "H", "H", "H", "H", "H", "H", "H", "C", "C", "C", "C", "N", "C", "N", "N", "N", "H", "H", "H", "H", "H", "H", "H", "H", "H", "H", "C", "C", "Sb", "C", "C", "C", "C", "H", "H", "H", "H", "H", "H", "H", "H", "H", "H", "H", "H", "H", "H", "H"],
  "coordinates": [[-1.05, -0.83, 0.33], [-2.54, -0.09, 2.86], [-3.60, 0.54, 1.97], [-3.26, 0.51, 0.59], [-4.16, -0.13, -0.30], [-4.21, -1.64, -0.19], [-2.98, -2.25, -0.55], [-2.86, -3.60, -0.13], [-1.41, -4.00, 0.07], [-0.72, -3.29, 1.08], [-1.16, -3.49, 2.42], [-1.36, -2.17, 3.15], [-2.38, -1.44, 2.47], [-2.92, -0.05, 3.89], [-1.57, 0.44, 2.82], [-3.73, 1.59, 2.27], [-4.55, 0.03, 2.13], [-3.85, 0.17, -1.30], [-5.17, 0.25, -0.14], [-5.01, -2.02, -0.83], [-4.45, -1.92, 0.85], [-3.31, -4.26, -0.89], [-3.43, -3.75, 0.80], [-0.84, -3.83, -0.85], [-1.37, -5.08, 0.27], [-0.40, -4.07, 2.96], [-2.09, -4.06, 2.43], [-0.44, -1.59, 3.19], [-1.70, -2.40, 4.16], [5.46, -1.01, 2.92], [5.83, -0.32, 1.61], [5.96, -1.33, 0.48], [4.86, 0.80, 1.25], [3.50, 0.32, 0.98], [2.93, -0.07, -0.17], [1.71, -0.47, 0.09], [1.54, -0.28, 1.42], [2.61, 0.17, 1.95], [6.22, -1.75, 3.18], [4.50, -1.52, 2.85], [5.39, -0.29, 3.74], [6.79, 0.18, 1.74], [5.03, -1.90, 0.33], [6.74, -2.06, 0.70], [6.21, -0.85, -0.47], [5.19, 1.33, 0.36], [4.75, 1.53, 2.06], [3.41, -0.07, -1.13], [-0.86, 4.96, -0.75], [0.18, 4.09, -1.45], [-0.56, 2.09, -1.67], [0.86, 1.31, -3.09], [0.54, -0.12, -3.46], [-2.14, 2.51, -3.09], [-1.80, 3.52, -4.17], [-0.52, 5.98, -0.62], [-1.10, 4.56, 0.24], [-1.79, 5.00, -1.32], [1.11, 4.05, -0.87], [0.45, 4.49, -2.43], [1.85, 1.39, -2.62], [0.89, 1.96, -3.96], [0.57, -0.78, -2.59], [1.25, -0.52, -4.19], [-0.45, -0.21, -3.91], [-3.01, 2.84, -2.51], [-2.42, 1.55, -3.52], [-1.60, 4.50, -3.76], [-2.63, 3.63, -4.88], [-0.93, 3.21, -4.75]]
}



No. 4
{
  "formula": "C19H41N3OPSc",
  "method": "ωB97M-V/def2-TZVPD",
  "total_charge": 2,
  "homo_lumo_gap_ev": 7.8,
  "lumo_ev": -7.2,
  "multiplicity": 1,
  "elements": ["C", "H", "H", "H", "C", "H", "H", "C", "H", "H", "H", "C", "C", "C", "C", "C", "C", "C", "C", "C", "C", "Sc", "H", "H", "H", "H", "H", "H", "H", "H", "H", "H", "H", "H", "H", "H", "H", "C", "N", "C", "P", "O", "N", "C", "C", "N", "C", "C", "H", "H", "H", "H", "H", "H", "H", "H", "H", "H", "H", "H", "H", "H", "H", "H", "H", "H"],
  "coordinates": [[2.79, -0.81, -2.56], [2.29, -1.75, -2.22], [3.86, -1.08, -2.71], [2.34, -0.58, -3.55], [2.64, 0.29, -1.48], [1.70, 0.84, -1.67], [2.50, -0.23, -0.52], [3.84, 1.25, -1.34], [3.86, 1.72, -0.33], [4.81, 0.74, -1.46], [3.79, 2.06, -2.08], [-1.75, 2.80, 0.29], [-0.57, 3.63, 0.21], [0.01, 3.44, -1.09], [-0.78, 2.49, -1.79], [-1.86, 2.08, -0.95], [-2.92, 1.10, -1.31], [-0.51, 1.95, -3.15], [1.25, 4.07, -1.62], [-0.02, 4.47, 1.31], [-2.67, 2.66, 1.45], [0.05, 1.38, 0.22], [-0.96, 0.95, -3.27], [-0.94, 2.60, -3.95], [0.57, 1.85, -3.35], [-2.58, 0.46, -2.14], [-3.18, 0.45, -0.46], [-3.84, 1.61, -1.64], [-2.18, 2.88, 2.41], [-3.53, 3.34, 1.34], [-3.08, 1.64, 1.51], [0.99, 4.84, 1.07], [-0.65, 5.35, 1.53], [0.07, 3.89, 2.25], [1.83, 3.32, -2.20], [1.06, 4.91, -2.32], [1.90, 4.45, -0.82], [-2.73, -2.59, 0.34], [-1.30, -2.57, 0.01], [-1.01, -2.32, -1.41], [-0.25, -1.94, 1.13], [-0.07, -0.44, 1.01], [-0.85, -2.32, 2.60], [-1.23, -1.30, 3.58], [-0.94, -3.69, 3.13], [1.21, -2.64, 0.83], [2.40, -2.14, 1.54], [1.32, -4.05, 0.41], [-3.23, -3.29, -0.35], [-3.18, -1.59, 0.21], [-2.88, -2.91, 1.38], [-1.27, -1.28, -1.68], [0.05, -2.48, -1.63], [-1.63, -3.00, -2.01], [-2.28, -1.00, 3.45], [-1.08, -1.73, 4.58], [-0.58, -0.42, 3.46], [-1.79, -4.25, 2.72], [-0.03, -4.27, 2.93], [-1.04, -3.62, 4.22], [2.54, -2.66, 2.50], [3.27, -2.32, 0.89], [2.29, -1.06, 1.70], [1.52, -4.71, 1.26], [0.41, -4.37, -0.10], [2.17, -4.12, -0.29]]
}



No. 5
{
  "formula": "C19H41NO8",
  "method": "ωB97M-V/def2-TZVPD",
  "total_charge": -2,
  "homo_lumo_gap_ev": 5.5,
  "lumo_ev": 4.4,
  "multiplicity": 1,
  "elements": ["C", "C", "O", "C", "C", "C", "N", "C", "O", "O", "C", "O", "O", "H", "H", "H", "H", "H", "H", "H", "H", "H", "H", "H", "C", "C", "O", "C", "C", "H", "H", "H", "H", "H", "H", "H", "H", "H", "H", "C", "C", "O", "C", "C", "H", "H", "H", "H", "H", "H", "H", "H", "H", "H", "C", "C", "O", "C", "C", "H", "H", "H", "H", "H", "H", "H", "H", "H", "H"],
  "coordinates": [[2.65, 0.71, 1.44], [2.31, 1.67, 0.29], [1.37, 2.64, 0.66], [0.02, 2.17, 0.42], [-0.48, 1.26, 1.54], [-1.98, 1.23, 1.67], [-2.57, 0.82, 0.39], [-2.17, -0.58, 0.05], [-2.71, -1.49, 0.71], [-1.34, -0.69, -0.88], [-2.58, 2.56, 2.21], [-3.51, 3.08, 1.57], [-2.08, 2.95, 3.30], [2.16, 1.08, 2.34], [3.71, 0.64, 1.65], [2.22, -0.27, 1.23], [3.23, 2.20, 0.01], [2.00, 1.11, -0.59], [0.02, 1.62, -0.53], [-0.62, 3.04, 0.28], [-0.11, 0.25, 1.34], [-0.01, 1.58, 2.47], [-2.23, 0.49, 2.44], [-3.56, 0.78, 0.56], [-3.11, 1.78, -2.55], [-3.25, 2.80, -3.66], [-2.53, 2.48, -4.86], [-2.87, 1.25, -5.45], [-4.33, 1.15, -5.89], [-2.06, 1.57, -2.32], [-3.57, 2.14, -1.64], [-3.57, 0.82, -2.81], [-2.85, 3.76, -3.34], [-4.31, 2.96, -3.90], [-2.62, 0.42, -4.78], [-2.22, 1.16, -6.32], [-5.00, 1.15, -5.04], [-4.49, 0.23, -6.44], [-4.59, 2.00, -6.53], [0.96, -0.04, 6.38], [0.49, -0.37, 4.97], [1.43, -1.13, 4.22], [1.76, -2.40, 4.72], [0.57, -3.34, 4.81], [1.94, 0.43, 6.36], [0.25, 0.64, 6.85], [1.04, -0.94, 7.01], [0.35, 0.55, 4.41], [-0.48, -0.87, 4.99], [2.26, -2.33, 5.69], [2.48, -2.81, 4.01], [-0.15, -3.02, 5.57], [0.90, -4.35, 5.08], [0.04, -3.39, 3.85], [1.62, -3.17, -1.71], [1.63, -2.01, -2.68], [2.49, -0.95, -2.31], [3.86, -1.25, -2.20], [4.50, -1.70, -3.50], [1.41, -2.81, -0.70], [0.84, -3.88, -1.98], [2.57, -3.70, -1.69], [0.63, -1.56, -2.72], [1.86, -2.36, -3.70], [4.03, -2.00, -1.41], [4.33, -0.33, -1.86], [4.12, -2.66, -3.84], [5.58, -1.79, -3.38], [4.30, -0.97, -4.29]]
}



No. 6
{
  "formula": "C19H42B2F4GeN4O4Si2Y",
  "method": "ωB97M-V/def2-TZVPD",
  "total_charge": 1,
  "homo_lumo_gap_ev": 7.3,
  "lumo_ev": -3.8,
  "multiplicity": 1,
  "elements": ["Y", "C", "C", "N", "O", "B", "F", "F", "O", "N", "C", "C", "C", "N", "O", "B", "F", "F", "O", "N", "C", "C", "C", "H", "H", "H", "H", "H", "H", "H", "H", "H", "H", "H", "H", "C", "Si", "C", "C", "C", "Si", "C", "C", "C", "H", "H", "H", "H", "H", "H", "H", "H", "H", "H", "H", "H", "H", "H", "H", "H", "H", "H", "H", "C", "Ge", "C", "C", "C", "H", "H", "H", "H", "H", "H", "H", "H", "H", "H", "H"],
  "coordinates": [[-0.97, -0.44, -0.50], [-1.61, 4.09, 0.00], [-1.23, 2.75, -0.52], [-1.79, 1.65, -0.22], [-2.66, 1.59, 0.85], [-1.93, 1.48, 2.17], [-0.82, 2.33, 2.17], [-2.82, 1.71, 3.16], [-1.39, 0.04, 2.37], [-0.19, -0.13, 1.74], [0.78, -0.60, 2.41], [0.76, -1.00, 3.84], [1.94, -0.81, 1.48], [2.39, 0.24, 0.88], [3.17, 0.06, -0.22], [2.35, -0.02, -1.50], [1.29, -0.99, -1.23], [3.20, -0.43, -2.46], [1.71, 1.24, -1.90], [0.55, 1.46, -1.23], [-0.03, 2.59, -1.42], [0.42, 3.68, -2.32], [2.44, -2.18, 1.20], [-0.85, 4.43, 0.71], [-1.66, 4.81, -0.82], [-2.56, 4.04, 0.52], [-0.02, -0.46, 4.36], [0.54, -2.07, 3.91], [1.73, -0.82, 4.31], [1.21, 3.33, -2.98], [-0.42, 4.05, -2.91], [0.80, 4.53, -1.73], [2.53, -2.72, 2.15], [1.72, -2.73, 0.59], [3.39, -2.16, 0.68], [-3.86, -0.55, -3.14], [-2.31, -1.59, -3.29], [-2.48, -2.89, -4.60], [-0.96, -0.36, -3.78], [-1.79, -2.23, -1.64], [-2.92, -3.22, -0.56], [-3.00, -5.01, -1.04], [-2.15, -3.08, 1.17], [-4.63, -2.50, -0.45], [-3.96, 0.09, -4.02], [-3.83, 0.10, -2.26], [-4.76, -1.16, -3.06], [-2.73, -2.45, -5.57], [-3.27, -3.60, -4.34], [-1.55, -3.45, -4.70], [-1.03, -0.09, -4.84], [0.05, -0.74, -3.62], [-1.06, 0.60, -3.24], [-0.91, -2.87, -1.82], [-2.01, -5.47, -0.99], [-3.36, -5.12, -2.07], [-3.67, -5.57, -0.39], [-1.06, -3.21, 1.12], [-2.52, -3.85, 1.85], [-2.38, -2.12, 1.65], [-5.21, -2.69, -1.35], [-4.62, -1.41, -0.28], [-5.17, -2.95, 0.39], [4.17, 0.89, 3.79], [4.08, 2.10, 2.27], [5.57, 1.87, 1.06], [3.79, 3.94, 2.81], [2.36, 1.63, 1.35], [5.05, 1.13, 4.39], [4.26, -0.15, 3.47], [3.29, 1.00, 4.43], [6.49, 2.13, 1.57], [5.46, 2.52, 0.19], [5.63, 0.84, 0.71], [4.60, 4.27, 3.46], [2.85, 4.04, 3.35], [3.77, 4.59, 1.94], [2.24, 2.27, 0.49], [1.54, 1.77, 2.05]]
}